21
Properties=species:S:1:pos:R:3 method="wB97M-V/def2-TZVPD" orbital_gap_ev=11.236 e_above_lowest_ev=1.039 smiles="CC(=O)O.COCOC"
C -1.122 4.261 -2.027
C -1.311 3.683 -0.656
O -2.365 3.546 -0.076
O -0.122 3.315 -0.112
H -2.095 4.555 -2.455
H -0.654 3.519 -2.695
H -0.474 5.153 -1.982
H -0.346 2.947 0.786
C 0.573 1.057 4.010
O -0.454 1.746 3.311
C -1.730 1.360 3.737
O -2.052 0.029 3.442
C -2.150 -0.199 2.044
H 1.539 1.462 3.664
H 0.555 -0.028 3.812
H 0.493 1.217 5.099
H -1.841 1.466 4.833
H -2.438 2.063 3.257
H -2.902 0.462 1.582
H -1.186 -0.050 1.530
H -2.467 -1.246 1.901

70
Properties=species:S:1:pos:R:3 method="wB97M-V/def2-TZVPD" orbital_gap_ev=5.695 charge=+1 e_above_lowest_ev=1.200
Ti 0.157 0.158 0.004
C -1.233 -2.736 1.138
N -0.753 -1.378 1.467
C 0.295 -1.537 2.491
C 1.327 -0.425 2.565
N 1.710 0.179 1.275
C 2.907 0.898 1.383
C 3.537 1.531 0.293
F 2.946 1.510 -0.905
C 4.742 2.200 0.315
F 5.204 2.720 -0.817
C 5.448 2.317 1.493
F 6.610 2.944 1.548
C 4.878 1.753 2.615
F 5.493 1.857 3.786
C 3.665 1.084 2.567
F 3.252 0.657 3.773
C -1.936 -0.621 1.910
C -1.612 0.805 2.272
N -0.769 1.422 1.246
C -0.624 2.791 1.359
C -1.089 3.648 2.378
F -1.663 3.176 3.493
C -0.948 5.026 2.313
F -1.416 5.762 3.309
C -0.322 5.642 1.243
F -0.218 6.959 1.179
C 0.204 4.839 0.247
F 0.840 5.360 -0.794
C 0.057 3.476 0.349
F 0.603 2.693 -0.608
H -1.564 -3.230 2.055
H -0.442 -3.327 0.684
H -2.074 -2.694 0.451
H 0.822 -2.460 2.254
H -0.154 -1.669 3.482
H 2.195 -0.903 3.012
H 1.003 0.360 3.253
H -2.411 -1.107 2.769
H -2.648 -0.629 1.079
H -1.130 0.840 3.250
H -2.561 1.337 2.364
C 4.830 -2.409 -1.623
C 3.790 -2.742 -0.764
C 2.603 -2.038 -0.807
C 2.450 -0.996 -1.725
C 3.481 -0.693 -2.620
C 4.668 -1.394 -2.558
N 1.278 -0.203 -1.703
N 0.981 0.365 -2.774
C -0.171 1.134 -2.750
C -0.475 1.903 -3.862
C -1.643 2.646 -3.848
C -2.467 2.579 -2.733
C -2.081 1.798 -1.656
N -0.957 1.089 -1.655
H 5.767 -2.947 -1.568
H 3.910 -3.559 -0.066
H 1.772 -2.319 -0.177
H 3.345 0.125 -3.312
H 5.473 -1.144 -3.235
H 0.209 1.912 -4.699
H -1.910 3.265 -4.693
H -3.392 3.137 -2.688
H -2.688 1.742 -0.761
N -0.526 -1.407 -1.040
C -1.153 -1.867 -1.940
N -1.714 -2.404 -2.887
C -2.886 -2.502 -3.462
N -3.902 -2.615 -4.000

20
Properties=species:S:1:pos:R:3 method="wB97M-V/def2-TZVPD" orbital_gap_ev=9.598 e_above_lowest_ev=2.122 smiles="CN[C@H](C)C(N)=O.O"
C -1.907 0.398 0.133
N -0.919 -0.647 -0.316
C 0.476 -0.088 -0.637
C 1.203 0.311 0.668
C 0.631 1.063 -1.625
N 1.673 0.974 -2.557
O -0.164 1.958 -1.718
H -1.939 1.109 -0.669
H -2.864 -0.113 0.236
H -1.618 0.820 1.094
H -0.660 -1.178 0.510
H 0.882 -1.021 -1.006
H 1.148 -0.536 1.352
H 0.701 1.116 1.207
H 2.239 0.645 0.588
H 1.446 1.013 -3.527
H 2.564 0.614 -2.246
O -0.651 -2.187 2.614
H -0.660 -1.944 3.538
H -1.578 -2.306 2.360